Density functional theory data (wB97M-V/def2-TZVPD) for H37O19 as an isolated structure.

```
56
Properties=species:S:1:pos:R:3:forces:R:3:lowdin_charge:R:1
O -2.860 1.311 -0.025 -0.55 -0.08 -0.19 -0.057
H -2.217 0.614 -0.179 0.02 -0.04 -0.18 0.033
H -2.944 1.731 -0.894 0.19 -0.11 -0.08 0.055
O -0.739 2.415 -1.611 0.42 -0.54 0.12 -0.243
H -0.514 5.081 1.216 -0.36 -1.24 -0.09 0.032
H -0.261 3.161 -1.994 -0.39 0.06 0.12 -0.002
O 0.021 1.193 3.801 -0.25 -0.70 0.20 -0.068
H -1.088 -0.657 1.390 0.29 0.07 -0.01 0.077
H 0.275 2.108 3.712 -0.57 0.47 -0.36 0.001
O 1.732 3.509 3.020 -0.53 1.30 -0.21 -0.073
H 1.770 2.559 3.125 -0.19 -0.08 -0.71 0.002
H 1.020 3.834 2.398 1.08 -1.07 0.72 0.032
O -0.496 -2.486 -3.998 -0.32 -0.41 -0.23 -0.057
H 0.342 -2.834 -4.313 0.14 0.04 0.18 0.035
H -0.294 -1.597 -3.706 0.41 -0.02 0.11 -0.022
O 3.012 -0.013 -0.526 -0.46 -0.05 1.83 -0.112
H 2.171 0.431 -0.841 1.82 -0.22 -0.54 -0.008
H 3.690 -0.184 -1.174 -0.53 0.23 -0.63 0.013
O -2.277 -0.088 -3.823 0.83 0.36 -0.26 -0.058
H -1.312 -0.048 -3.695 -0.47 -0.06 0.42 0.020
H -2.340 0.589 -4.506 -0.52 0.06 -0.01 0.039
O -0.169 -0.363 1.501 -0.53 -0.37 -0.17 -0.049
H 0.481 3.970 0.465 -1.28 -0.51 0.50 0.011
O -0.692 -4.806 1.035 -0.47 1.39 1.14 -0.089
H -1.210 -3.977 1.229 0.30 -0.97 -1.10 0.026
H -0.262 -4.848 1.900 0.38 -0.46 -0.14 0.019
O 1.190 -4.722 -1.660 0.03 0.16 0.58 -0.063
H 1.349 -4.962 -0.738 0.09 -0.47 -0.08 0.025
H 0.569 -3.998 -1.513 -0.34 0.00 -0.72 -0.006
O 1.959 -0.515 4.352 1.48 -1.28 1.76 -0.067
H 1.476 -1.108 3.778 0.06 0.82 -0.80 -0.030
H 2.029 0.405 4.133 -0.82 -0.02 -0.73 0.005
O -2.753 4.260 0.425 -0.07 -1.09 -0.08 -0.078
H -0.121 0.786 2.924 0.20 0.73 0.58 -0.004
H -2.079 4.315 -0.263 0.11 0.14 -0.05 0.013
O 0.697 -1.887 -0.900 -2.13 0.87 0.93 -0.048
H 1.083 -1.445 -1.672 0.95 -0.94 0.04 0.005
H 0.329 -0.813 0.795 0.16 -0.18 -0.21 0.051
O 0.249 4.875 0.677 1.51 1.93 -0.53 -0.072
H 1.095 -2.669 -0.529 1.04 0.24 -0.50 0.034
H -2.768 3.281 0.572 -0.22 1.16 0.18 0.015
O 0.370 -2.581 3.215 -0.27 0.08 -0.23 -0.056
H -0.178 -1.777 3.307 0.29 -0.58 0.13 0.043
H 0.586 -2.918 4.090 -0.23 0.22 0.17 0.058
O -0.658 2.374 1.199 0.40 -0.92 -0.10 -0.102
H -0.191 1.517 1.192 -0.05 0.54 0.17 0.019
H -1.255 2.202 0.442 0.42 0.62 0.21 -0.019
O 1.974 -0.801 -3.139 0.32 1.13 -0.17 -0.167
H 1.882 0.185 -2.687 -0.70 -1.73 -0.53 -0.002
H 2.388 -0.661 -3.998 -0.10 -0.23 0.13 0.032
O 1.292 1.236 -1.974 0.66 -0.25 -0.14 -0.229
H 1.709 1.894 -2.535 -0.14 0.48 0.33 0.049
H 0.196 1.676 -1.595 -1.22 1.37 -0.74 0.000
O -2.501 -2.930 -0.054 0.16 0.49 -0.69 -0.057
H -2.725 -3.553 -0.756 -0.16 -0.35 0.28 0.057
H -2.033 -2.273 -0.596 0.11 0.01 0.38 0.036
```
Positions in Å, forces in eV/Å.

Values from the calculation:
HOMO (eV): -6.934
Relative energy (zero: lowest compared OMol25 entry of this formula, charge and spin) (eV): 3.598
Net charge: -1
LUMO (eV): 2.27
Maximum force (eV/Å): 2.63
DFT total energy (eV): -39504.6832